No. 1
Below is a cluster of 9 separate species, C39H93N3O15 in total, with properties calculated with ωB97M-V/def2-TZVPD.

The geometry in XYZ format:
```
150
Properties=species:S:1:pos:R:3:forces:R:3
C 5.492 -2.559 -2.085 -0.0768 1.0955 2.0413
C 5.263 -2.634 -0.476 -2.2026 -0.5006 -0.6892
C 5.730 -1.343 0.320 0.6052 -1.2281 -1.3401
C 3.699 -2.732 -0.225 -0.5894 0.5636 -1.4140
C 2.956 -4.037 -0.566 0.3096 -0.6792 0.5155
C 3.648 -5.241 0.124 0.1371 1.4391 -0.9155
C 5.202 -5.197 -0.122 -0.3558 -1.1975 0.0952
C 5.747 -6.161 0.917 0.6996 -0.5077 1.3890
C 5.495 -5.834 -1.499 0.5073 0.8939 -0.7867
N 5.819 -3.861 0.115 -3.5752 0.6664 0.3733
O 7.169 -3.777 0.127 2.1599 -0.6494 -0.2276
H 4.871 -3.269 -2.632 0.4768 -0.2786 0.2295
H 5.160 -1.584 -2.443 -0.0229 0.2267 0.1471
H 6.568 -2.592 -2.259 -0.1006 -0.5250 -0.3277
H 6.816 -1.245 0.305 0.1951 -0.2074 0.0088
H 5.406 -0.449 -0.213 -0.5703 -0.0565 0.2937
H 5.421 -1.404 1.364 -0.2819 0.1487 -0.1441
H 3.356 -2.337 0.732 0.5922 -0.4120 0.5176
H 3.206 -2.029 -0.896 0.3339 0.5407 -0.2327
H 1.908 -3.951 -0.279 -0.0467 0.0938 0.7491
H 2.762 -4.189 -1.627 0.9700 -0.0206 -0.3991
H 3.296 -6.195 -0.269 0.0182 -0.0149 -0.0446
H 3.375 -5.219 1.179 0.3902 0.0928 0.1753
H 5.307 -7.158 0.953 -0.4868 0.0368 -0.7119
H 5.541 -5.800 1.925 0.0523 0.4090 0.0638
H 6.814 -6.382 0.898 0.1786 0.4475 -0.3968
H 5.129 -6.844 -1.681 0.1259 -0.1744 0.7229
H 6.576 -5.787 -1.634 0.1356 -0.3524 -0.0752
H 5.102 -5.294 -2.361 -0.2066 0.3745 0.2215
H 7.313 -3.286 0.939 0.5309 -0.1724 0.1710
C -1.715 5.744 -3.757 -0.3984 0.0682 0.9925
C -1.408 5.519 -2.204 -1.2335 -0.9423 -0.4277
C -2.627 5.893 -1.256 0.2875 1.5494 -0.7268
C -1.211 4.021 -1.934 2.5894 -1.7028 -0.8070
C 0.088 3.448 -2.685 -0.7603 1.4950 0.7539
C 1.311 4.250 -2.170 -1.1338 -0.7268 -1.7144
C 1.089 5.795 -2.415 1.7230 -1.5064 1.7831
C 2.286 6.317 -1.525 -0.1598 0.9498 -0.9134
C 1.339 6.166 -3.857 0.8236 1.1761 -0.6726
N -0.187 6.229 -1.870 0.4605 -1.5412 1.5007
O -0.268 7.601 -1.925 -0.3985 1.0413 0.3563
H -2.744 5.492 -4.013 -0.0405 0.0653 0.0499
H -1.533 6.788 -4.013 -0.3411 0.1873 -0.0212
H -1.051 5.210 -4.437 -0.1188 -0.2655 0.4312
H -3.547 5.335 -1.429 0.3037 -0.4367 -0.3802
H -2.456 5.912 -0.180 0.7467 -0.5983 -0.0509
H -2.927 6.930 -1.409 0.0000 0.2368 -0.3525
H -0.927 3.779 -0.910 -0.2131 0.7657 0.5377
H -2.070 3.365 -2.077 -0.3783 0.4902 -0.6219
H 0.199 2.367 -2.612 -0.0046 0.0376 0.2539
H 0.094 3.701 -3.745 -0.5077 -0.3376 -0.1503
H 2.087 3.918 -2.860 0.4879 0.3945 0.0399
H 1.701 3.948 -1.198 -0.5581 0.3884 0.3030
H 2.635 7.301 -1.838 -0.3066 0.3284 0.0622
H 3.151 5.685 -1.727 -0.0665 -0.2236 0.1597
H 2.087 6.363 -0.455 -0.2651 -0.2566 -0.1290
H 0.986 5.484 -4.631 0.1029 -0.0016 0.1801
H 2.388 6.417 -4.010 0.4716 -1.0065 -0.0066
H 1.024 7.182 -4.095 -1.0361 0.0019 0.1511
H -0.850 7.830 -2.653 -0.0991 0.2176 -0.5106
C -1.522 -4.222 5.267 0.9101 -0.0361 -0.2788
C -1.957 -3.223 4.171 0.3758 0.0455 -0.4097
C -2.436 -2.018 5.003 -1.1658 -0.2734 -0.1999
C -0.777 -2.727 3.220 0.6301 -1.4928 0.9063
C -0.333 -3.788 2.231 -1.6463 0.0048 -1.6137
C -1.549 -4.198 1.286 1.5880 -0.6755 2.1157
C -2.754 -4.701 2.130 -0.2535 -1.1087 -0.2826
C -3.939 -4.720 1.101 0.4885 0.0941 1.3969
C -2.564 -6.217 2.580 0.1311 0.6101 -0.3004
N -3.056 -3.822 3.288 1.1295 1.8581 -0.4956
O -4.196 -4.233 4.044 0.6955 -0.1488 -0.4995
H -0.755 -3.788 5.908 0.0086 0.3809 -0.0097
H -2.359 -4.441 5.930 -0.0844 -0.2861 -0.2945
H -1.031 -5.123 4.899 -0.4497 -0.2186 -0.1689
H -3.310 -2.334 5.573 -0.3653 -0.0018 -0.1850
H -1.762 -1.734 5.811 0.5468 0.0478 -0.5335
H -2.714 -1.151 4.404 0.1583 0.0415 -0.0242
H -0.873 -1.756 2.733 -0.8205 -0.0243 0.0704
H 0.147 -2.634 3.791 -0.2783 0.4761 0.8684
H 0.503 -3.428 1.630 -0.0094 0.2451 -0.1829
H 0.083 -4.665 2.727 -0.3498 -0.1772 0.1932
H -1.176 -5.067 0.742 -0.2996 -0.0388 -0.3875
H -1.840 -3.431 0.569 0.0976 0.2176 0.3397
H -4.779 -5.062 1.706 -0.4602 -0.0700 -0.6467
H -3.693 -5.396 0.282 -0.1456 -0.2353 0.1976
H -4.117 -3.744 0.650 -0.0891 0.1527 0.2968
H -3.431 -6.646 3.082 -0.2355 0.4486 0.0471
H -1.729 -6.374 3.262 0.1320 0.2195 -0.1193
H -2.410 -6.846 1.704 0.1616 0.0587 -0.1339
H -4.851 -3.651 3.652 -0.3541 -0.0018 0.2967
O -4.785 3.034 1.908 -0.0540 -0.1656 0.3786
C -3.706 2.386 1.246 -0.9357 -0.2448 -1.5550
C -3.272 1.168 2.021 -0.4427 -0.0289 0.3440
O -2.669 1.529 3.238 0.3818 0.6555 0.2177
H -4.986 3.796 1.360 -0.2552 0.1921 0.2372
H -4.054 2.019 0.281 -0.2881 -0.3763 -0.2756
H -3.033 3.182 0.928 1.1501 -0.4330 0.6416
H -2.684 0.462 1.435 0.2356 0.3021 0.2330
H -4.120 0.623 2.437 -0.7808 -0.2143 -1.2537
H -3.354 2.115 3.569 0.2242 0.3929 0.8622
O -6.512 3.396 -3.080 0.5860 -0.7132 0.8967
C -6.063 2.208 -2.354 0.2440 0.5285 -0.4631
C -4.867 1.575 -3.075 0.4084 0.5303 -0.5517
O -4.103 0.595 -2.333 -1.0483 0.8956 -0.4294
H -6.892 3.160 -3.929 -0.0091 -0.3021 -0.0003
H -5.745 2.539 -1.365 -0.1443 0.1975 -0.0318
H -6.892 1.513 -2.219 0.0033 -0.1317 -0.0495
H -4.182 2.361 -3.396 0.2293 0.4411 0.7048
H -5.194 1.302 -4.078 -0.1695 -1.1351 0.1247
H -4.176 -0.262 -2.759 0.0300 -0.0969 -0.0280
O 0.722 4.032 5.158 -0.7796 0.0322 1.1123
C 1.452 2.882 4.723 0.4233 2.2506 -0.7351
C 0.694 2.212 3.600 0.1506 -1.5728 0.3025
O -0.292 1.351 4.174 1.0735 0.0784 -0.1898
H 0.832 4.749 4.530 0.1596 -0.1874 -0.1061
H 2.408 3.328 4.450 0.3655 -0.6522 -0.7796
H 1.705 2.263 5.583 -0.7521 -0.3236 -0.1378
H 1.388 1.651 2.974 0.3380 -0.6424 0.1632
H 0.216 2.818 2.830 0.0131 1.0130 0.4697
H -1.144 1.616 3.818 -0.3109 -0.1762 0.0225
O -3.978 -0.417 -5.470 0.5519 0.7614 0.8249
C -3.058 -1.504 -5.372 -0.6599 -0.3820 -0.1139
C -2.368 -1.780 -4.032 0.1823 -0.6682 -0.8806
O -3.225 -2.192 -3.001 -0.6816 0.4443 1.1618
H -4.431 -0.501 -6.313 -0.0005 0.0054 -0.0219
H -3.727 -2.344 -5.555 0.5502 -0.8381 -0.0113
H -2.321 -1.469 -6.174 0.2141 0.0952 0.0886
H -1.648 -1.075 -3.616 -0.4113 0.6533 -0.2932
H -1.759 -2.661 -4.231 0.2860 -0.0801 -0.4734
H -4.134 -2.327 -3.276 0.0411 -0.1365 -0.3323
O 1.168 -0.047 0.279 -2.0363 0.6858 0.0500
C -0.113 0.649 0.271 0.1557 0.5165 -0.9320
C -1.101 0.134 -0.805 -0.1675 -2.0060 0.9166
O -0.924 -1.341 -0.752 0.4692 1.2965 -0.0577
H 0.841 -0.945 0.366 0.5744 -0.7131 -0.1226
H -0.575 0.625 1.258 0.1246 -0.2557 0.1095
H 0.072 1.695 0.025 0.2588 0.1199 0.1584
H -1.025 0.581 -1.796 0.6901 -0.3338 -0.1477
H -2.135 0.329 -0.522 0.0314 0.2723 0.2091
H -1.549 -1.848 -1.274 -0.4172 0.3935 -0.1952
O 3.297 1.463 -0.353 1.3949 0.8622 0.9758
C 3.941 1.901 0.874 -1.7838 0.5409 0.1454
C 3.595 3.393 1.152 -0.6108 0.2009 -1.2417
O 4.045 3.904 2.388 0.7934 -0.3720 -0.4625
H 2.488 1.030 -0.070 -0.2303 -0.4844 -0.1148
H 3.547 1.353 1.729 -0.1006 -0.3370 0.0365
H 5.011 1.694 0.883 0.1058 0.2960 -0.4584
H 2.551 3.700 1.088 -0.5743 -1.1395 0.2924
H 3.927 3.993 0.305 0.8632 0.1371 -0.1376
H 4.986 3.945 2.201 0.4147 0.3396 0.8619
```
Forces are in eV/Å.

* calculated total energy: -2834.22409 hartree
* largest force on an atom: 3.7 eV/Å
* HOMO level: -7.86 eV
* SMILES: CC1(C)CCCC(C)(C)N1O.CC1(C)CCCC(C)(C)N1O.CC1(C)CCCC(C)(C)N1O.OCCO.OCCO.OCCO.OCCO.OCCO.OCCO
* frontier orbital gap: 7.737 eV

Atomic partial charges in e from the Löwdin method, atoms 1 to 5: 0.00 -0.41 -0.02 -0.14 -0.18

=====

No. 2
Below is a structure of composition C3Br2NO2, with properties calculated with ωB97M-V/def2-TZVPD.

The geometry in XYZ format:
```
8
Properties=species:S:1:pos:R:3:forces:R:3
C -0.098 -0.143 1.480 -1.3180 -1.0725 2.9883
C -0.832 0.062 -1.198 0.1839 -1.6436 0.2452
C 0.487 0.026 0.241 0.4997 0.4761 -1.8578
N -0.691 -0.288 2.475 0.7525 0.2031 -1.2135
O -1.998 0.001 -0.882 0.8901 0.7260 0.4935
O -0.089 -0.084 -2.125 -0.1906 0.6997 -1.2169
Br 1.364 1.779 0.303 0.0302 -0.0584 -0.1832
Br 1.855 -1.353 -0.294 -0.8478 0.6696 0.7443
```
Forces are in eV/Å.

* total charge: -1
* calculated total energy: -5467.63996 hartree
* largest force on an atom: 3.4 eV/Å
* HOMO level: -4.89 eV
* frontier orbital gap: 7.996 eV

Atomic partial charges in e from the Löwdin method, atoms 1 to 5: -0.49 -0.68 -1.09 0.13 0.03

=====

No. 3
Below is an isolated molecule of C3BrI3N2, with properties calculated with ωB97M-V/def2-TZVPD.

The geometry in XYZ format:
```
9
Properties=species:S:1:pos:R:3:forces:R:3
Br -1.768 1.658 -1.988 -0.1741 -0.0595 -0.2220
C -0.935 0.481 -0.845 3.5236 0.3186 1.5746
N -1.439 -0.386 -0.050 -1.6209 -0.3394 -0.5509
C -0.494 -0.895 0.771 0.7629 0.3437 -0.1801
I -0.866 -2.530 1.970 0.0104 0.1787 0.0453
C 0.698 -0.259 0.545 0.2325 -0.0084 -0.6248
I 2.551 -0.645 1.367 -0.2519 0.0916 -0.0893
N 0.502 0.625 -0.523 -3.1560 -1.1905 0.4241
I 1.753 1.951 -1.247 0.6734 0.6652 -0.3769
```
Forces are in eV/Å.

* calculated total energy: -3690.88361 hartree
* largest force on an atom: 3.9 eV/Å
* HOMO level: -8.52 eV
* SMILES: Brc1nc(I)c(I)n1I
* frontier orbital gap: 7.874 eV

Atomic partial charges in e from the Löwdin method, atoms 1 to 5: 0.76 -0.89 0.00 -0.92 0.86

=====

No. 4
Below is a cluster of 2 separate species, C3Cl2F2O2 in total, with properties calculated with ωB97M-V/def2-TZVPD.

The geometry in XYZ format:
```
9
Properties=species:S:1:pos:R:3:forces:R:3
O -2.158 -0.443 2.040 -0.6059 -0.3804 0.0146
C -2.245 -0.268 0.903 1.6305 0.3551 -0.7757
C -1.904 0.154 -0.346 -1.2694 -1.6413 0.3829
Cl -2.080 -0.901 -1.755 0.2270 0.5999 0.8905
Cl -2.249 1.809 -0.490 0.0426 1.0669 -0.5091
O 1.358 0.992 -0.717 -1.2684 0.9170 -0.0705
C 2.300 0.407 -0.422 3.2075 -2.5561 -0.4563
F 2.946 0.319 0.735 -0.7714 0.4530 -0.3723
F 3.035 -0.411 -1.262 -1.1926 1.1860 0.8957
```
Forces are in eV/Å.

* calculated total energy: -1384.85555 hartree
* largest force on an atom: 4.1 eV/Å
* HOMO level: -9.03 eV
* SMILES: O=C=C(Cl)Cl.O=C(F)F
* frontier orbital gap: 8.839 eV

Atomic partial charges in e from the Löwdin method, atoms 1 to 5: 0.19 -0.30 -1.14 0.58 0.67

=====

No. 5
Below is an isolated molecule of C3Cl3F5O, with properties calculated with ωB97M-V/def2-TZVPD.

The geometry in XYZ format:
```
12
Properties=species:S:1:pos:R:3:forces:R:3
F -0.276 1.180 2.111 1.2588 0.0184 -1.4577
C -0.263 1.720 0.854 -0.3612 0.0832 0.0773
F 0.744 2.624 0.718 -0.5539 -1.3830 0.3405
Cl -1.770 2.619 0.839 -0.2527 0.0740 -0.7458
O -0.198 0.794 -0.237 0.0281 -1.0417 1.3625
C 0.192 -0.598 0.013 -0.5520 2.4104 2.0300
Cl 1.832 -0.550 0.698 -0.2895 -0.4186 -0.1309
Cl -0.969 -1.428 1.136 0.5115 0.5606 -0.5455
C 0.182 -1.393 -1.276 -0.2886 -0.8696 -0.5828
F 0.430 -2.696 -0.864 -0.0888 1.7489 -1.6315
F 1.147 -0.937 -2.117 -1.4148 -0.9945 0.7196
F -1.050 -1.334 -1.875 2.0029 -0.1881 0.5643
```
Forces are in eV/Å.

* calculated total energy: -2069.45425 hartree
* largest force on an atom: 3.2 eV/Å
* HOMO level: -11.86 eV
* SMILES: FC(F)(Cl)OC(Cl)(Cl)C(F)(F)F
* frontier orbital gap: 12.268 eV

Atomic partial charges in e from the Löwdin method, atoms 1 to 5: -0.01 -0.96 0.07 0.78 -0.11

=====

No. 6
Below is an isolated molecule of C3F3N2P, with properties calculated with ωB97M-V/def2-TZVPD.

The geometry in XYZ format:
```
9
Properties=species:S:1:pos:R:3:forces:R:3
C 0.929 1.424 0.144 -1.6089 -2.8455 3.6751
C 0.983 -1.188 0.203 -1.8204 2.9778 3.0217
C -1.403 -0.122 0.144 -2.6999 -1.4093 -1.4191
N 1.366 2.125 -0.623 1.4867 2.5614 -2.4891
N 1.500 -2.018 -0.349 2.0412 -3.2615 -2.2267
F -1.004 0.115 -1.091 0.1386 -0.2707 -0.4593
F -1.806 -1.406 0.274 0.3728 0.7695 -0.0338
F -2.395 0.677 0.407 -0.4540 0.5558 0.6903
P 0.337 0.120 1.224 2.5439 0.9226 -0.7593
```
Forces are in eV/Å.

* calculated total energy: -864.56434 hartree
* largest force on an atom: 4.9 eV/Å
* HOMO level (spin up / spin down): -7.10 / -12.69 eV
* expectation value of S²: 2.014
* 2S+1: 3
* frontier orbital gap (spin up / spin down): 7.197 / 7.435 eV

Atomic partial charges in e from the Löwdin method, atoms 1 to 5: -0.46 -0.46 -0.77 0.13 0.15